Entry 1:
Formula: C4H5F
Source: the OMol25 dataset
Level of theory: ωB97M-V/def2-TZVPD

Computed properties:
Energy relative to the best compared isomer or geometry (same formula, charge and spin) in kJ/mol: 196.7
E in a.u.: -255.1571
Structure (SMILES): C=C/C=C/F
LUMO level in hartree: 0.0244
Total charge: 0

Last column: Löwdin charge in e.
Geometry (Å):
F1 -1.86 -2.22 -0.64  -0.0863
C1 -0.35 -0.37 -0.33  -0.1790
C2 0.90 1.50 -0.08  -0.0295
C3 0.50 0.32 0.58  -0.2064
C4 -0.69 -1.65 -0.02  -0.0552
H1 0.19 1.86 -1.06  0.1125
H2 -0.21 -2.29 0.69  0.1036
H3 -1.05 0.30 -0.99  0.1473
H4 1.59 2.35 0.24  0.0565
H5 0.99 0.20 1.61  0.1366

***

Entry 2:
Formula: C35H77IN7O11Si
Source: the OMol25 dataset
Level of theory: ωB97M-V/def2-TZVPD

Computed properties:
Energy relative to the best compared isomer or geometry (same formula, charge and spin) in kJ/mol: 0.0
E in a.u.: -3177.7103
LUMO level in hartree: -0.1031
Total charge: +1

Last column: Löwdin charge in e.
Geometry (Å):
I1 6.57 2.70 4.86  0.9490
Si1 2.92 3.84 0.48  0.5752
O1 1.48 -0.18 0.66  -0.0795
O2 -1.90 4.76 -6.42  0.0410
O3 -3.82 -5.60 -0.60  0.0170
O4 1.90 1.14 3.17  0.0398
O5 0.03 -0.92 -3.67  -0.0867
O6 -0.48 -4.46 -3.04  -0.0522
O7 -4.30 -3.34 1.88  0.0086
O8 4.37 1.32 -0.85  0.0489
O9 -2.65 4.52 1.45  0.0397
O10 0.85 0.17 -1.87  -0.1043
O11 4.97 -1.40 -0.89  -0.1705
N1 2.82 1.73 2.25  -0.0668
N2 -1.39 2.64 -5.94  0.0017
N3 4.85 1.10 3.18  0.0672
N4 -3.86 -5.50 2.29  0.0239
N5 -3.37 -5.34 -2.79  0.0279
N6 4.25 0.23 1.13  0.2456
N7 -2.51 4.97 3.65  0.0139
C1 1.47 1.29 -1.30  -0.1146
C2 -3.71 -3.88 4.13  -0.0101
C3 2.14 0.90 0.04  -0.3446
C4 4.57 4.15 1.31  -0.1598
C5 3.92 1.16 5.52  -0.2745
C6 2.19 2.11 0.97  -0.1824
C7 -3.98 -4.22 2.68  -0.5317
C8 0.08 -2.61 0.90  -0.0326
C9 3.62 -1.00 -0.83  -0.1093
C10 5.40 -1.84 -2.17  -0.0725
C11 3.57 0.38 -0.17  -0.3729
C12 -2.15 4.28 2.53  -0.5490
C13 0.45 -2.23 -3.31  -0.1658
C14 1.71 5.07 1.18  -0.1628
C15 0.06 -0.10 0.87  -0.1441
C16 -2.76 3.11 -7.92  -0.0101
C17 -3.95 -4.94 -1.63  -0.5187
C18 0.90 0.07 -3.28  -0.2421
C19 4.69 0.91 6.81  -0.1618
C20 -4.38 -0.35 0.72  -0.0670
C21 -3.44 -4.69 -4.08  -0.0693
C22 -0.79 -3.10 -3.27  -0.2381
C23 -4.75 -3.66 -1.62  0.0065
C24 -1.37 1.20 -6.12  -0.0850
C25 3.99 1.02 2.18  -0.2871
C26 -0.63 -1.36 0.38  -0.3380
C27 -1.99 3.59 -6.71  -0.5516
C28 -2.93 -0.17 0.26  -0.3996
C29 3.12 4.24 -1.34  -0.1653
C30 -3.53 -6.64 3.12  -0.0733
C31 -2.09 -1.34 0.80  -0.1593
C32 -2.83 -0.06 -1.27  -0.0510
C33 -2.01 4.81 5.00  -0.0752
C34 -1.09 3.21 2.67  -0.0183
C35 4.64 1.91 4.38  -0.6946
H1 3.05 -1.70 -0.22  0.1419
H2 -3.57 2.44 -7.64  0.0841
H3 -1.27 4.02 5.03  0.0689
H4 1.60 4.91 2.26  0.0308
H5 -4.33 -7.39 3.10  0.0859
H6 -4.02 -5.66 1.30  0.0928
H7 0.93 -2.22 -2.32  0.1137
H8 -3.85 -2.81 4.26  0.0769
H9 -4.42 -0.79 1.71  0.0645
H10 -2.61 -7.12 2.77  0.0835
H11 -3.17 3.99 -8.42  0.0840
H12 5.23 0.05 0.96  0.1756
H13 -2.55 0.77 0.69  0.1179
H14 -3.38 -6.34 4.15  0.0678
H15 2.22 1.74 -1.97  0.1213
H16 -0.13 0.01 1.94  0.1325
H17 -2.85 -6.20 -2.71  0.1440
H18 -4.92 0.60 0.72  0.0818
H19 -2.82 4.53 5.68  0.0863
H20 -3.91 -5.35 -4.82  0.0910
H21 4.47 4.35 2.38  0.0247
H22 -5.59 -3.72 -2.31  0.0914
H23 1.17 -2.63 -4.05  0.1393
H24 3.61 0.20 5.11  0.1040
H25 5.71 0.57 3.13  0.1352
H26 4.44 1.09 -1.79  0.1243
H27 -1.40 2.42 3.36  0.0916
H28 -0.15 3.64 3.03  0.0636
H29 4.07 2.78 4.06  0.0641
H30 -0.13 -4.56 -2.15  0.0979
H31 -4.13 -2.81 -1.91  0.0638
H32 5.32 3.37 1.15  0.0331
H33 5.34 -1.04 -2.92  0.0917
H34 5.57 0.29 6.65  0.0640
H35 -2.14 -1.31 1.90  0.1272
H36 -0.34 0.79 0.37  0.1165
H37 -2.58 -1.02 -1.72  0.0513
H38 -4.04 -3.79 -4.00  0.0825
H39 0.60 1.00 -3.76  0.1365
H40 2.09 6.09 1.05  0.0471
H41 6.43 -2.15 -2.08  0.0973
H42 3.02 1.73 5.74  0.1123
H43 -3.77 0.29 -1.70  0.0841
H44 0.72 2.07 -1.11  0.1488
H45 -4.90 -1.03 0.04  0.0712
H46 3.17 -0.93 -1.83  0.1248
H47 -5.11 -3.51 -0.61  0.0713
H48 -1.29 -3.06 -4.24  0.1128
H49 -1.81 0.70 -5.25  0.0790
H50 -1.48 -2.72 -2.50  0.1104
H51 -1.55 5.72 5.36  0.0848
H52 -1.93 0.93 -7.00  0.0741
H53 -2.57 -2.28 0.50  0.1093
H54 3.22 5.33 -1.38  0.0467
H55 4.00 3.80 -1.79  0.0331
H56 -0.95 2.78 1.68  0.0605
H57 -3.22 5.67 3.48  0.1451
H58 -2.69 -4.15 4.41  0.0799
H59 4.04 0.37 7.50  0.0807
H60 4.98 1.84 7.30  0.0517
H61 -0.35 0.84 -6.24  0.0792
H62 1.16 2.36 1.27  0.1024
H63 -2.45 -4.42 -4.43  0.0489
H64 -0.90 3.03 -5.15  0.1281
H65 -4.40 -4.41 4.79  0.0832
H66 -0.58 -1.37 -0.72  0.1042
H67 0.71 5.00 0.75  0.0453
H68 -2.04 0.63 -1.59  0.0707
H69 1.94 -0.16 -3.59  0.1402
H70 4.80 -2.69 -2.52  0.0980
H71 4.96 5.06 0.85  0.0492
H72 -0.64 -3.43 1.01  0.0829
H73 -2.11 2.58 -8.62  0.0834
H74 1.96 0.18 3.04  0.1191
H75 2.24 4.00 -1.94  0.0318
H76 0.53 -2.45 1.89  0.0824
H77 0.88 -2.95 0.24  0.0639

***

Entry 3:
Formula: C22H15BF4FeN3O8
Source: the OMol25 dataset
Level of theory: ωB97M-V/def2-TZVPD

Computed properties:
Energy relative to the best compared isomer or geometry (same formula, charge and spin) in kJ/mol: 300.4
E in a.u.: -3301.7252
⟨S²⟩: 8.788
Multiplicity: 6
LUMO level (spin up / spin down) in hartree: 0.1567 / 0.1567
Total charge: -2

Last column: Löwdin charge in e.
Geometry (Å):
Fe1 -20.20 -1.35 -2.07  0.8224
F1 -21.84 -1.59 -3.60  0.0443
F2 -20.79 -1.86 -5.68  0.1688
F3 -19.66 -2.49 -3.70  -0.0569
F4 -21.46 -3.73 -4.45  0.1699
O1 -15.36 -0.38 -4.42  0.0111
O2 -22.28 -0.31 0.36  0.0272
O3 -24.36 -2.12 1.65  -0.0776
O4 -20.55 2.42 -3.53  0.0017
O5 -18.25 -1.77 -1.46  -0.1056
O6 -20.29 0.57 -2.34  -0.1168
O7 -21.42 -2.71 -1.15  -0.0727
O8 -14.59 1.72 -4.97  -0.0210
N1 -18.82 -0.73 0.51  0.0459
N2 -23.10 -2.45 1.28  0.1449
N3 -20.03 -0.63 -0.03  -0.0374
C1 -18.51 1.41 -3.88  -0.1022
C2 -14.18 0.34 -4.80  -0.1185
C3 -16.70 2.96 -4.63  -0.0075
C4 -21.04 -0.28 0.75  -0.1917
C5 -17.90 -1.23 -0.33  -0.4373
C6 -15.94 1.81 -4.70  -0.2365
C7 -24.48 -1.23 0.45  -0.2151
C8 -22.63 -2.36 -1.04  -0.3443
C9 -19.86 1.46 -3.22  -0.5543
C10 -15.51 -1.64 -0.82  -0.0273
C11 -14.86 -0.57 1.67  -0.1249
C12 -17.69 0.30 -4.04  0.0813
C13 -16.53 -1.19 0.01  -0.1551
C14 -13.85 -1.09 0.89  -0.1196
C15 -23.69 -2.80 -1.89  -0.0382
C16 -23.03 -1.52 0.08  -0.3249
C17 -18.03 2.71 -4.26  -0.0206
C18 -25.45 -1.88 -0.42  -0.1019
C19 -16.38 0.53 -4.41  -0.2102
C20 -14.20 -1.61 -0.38  -0.1025
C21 -16.19 -0.60 1.25  -0.0226
C22 -25.03 -2.66 -1.51  -0.1062
B1 -21.02 -2.44 -4.47  -1.0975
H1 -16.93 -0.11 1.89  0.1052
H2 -18.03 -0.74 -3.95  0.1228
H3 -20.84 -0.07 1.79  0.1205
H4 -13.43 -2.12 -0.99  0.0965
H5 -26.49 -1.88 -0.10  0.0712
H6 -13.84 -0.06 -5.79  0.1331
H7 -24.62 -0.20 0.80  0.1436
H8 -25.83 -3.24 -2.05  0.1026
H9 -23.49 -3.33 -2.80  0.0873
H10 -15.78 -2.04 -1.80  0.1203
H11 -13.44 0.32 -3.99  0.1299
H12 -14.68 -0.07 2.61  0.0863
H13 -16.30 3.97 -4.85  0.1145
H14 -12.82 -1.13 1.25  0.0857
H15 -18.76 3.53 -4.19  0.1096

***

Entry 4:
Formula: C4H7NO2S
Source: the OMol25 dataset
Level of theory: ωB97M-V/def2-TZVPD

Computed properties:
Energy relative to the best compared isomer or geometry (same formula, charge and spin) in kJ/mol: 320.5
E in a.u.: -759.9545
Structure (SMILES): S/N=C/OC1COC1
LUMO level in hartree: 0.0323
Total charge: 0

Last column: Löwdin charge in e.
Geometry (Å):
S1 -3.30 -0.47 0.00  0.7088
O1 -0.06 1.57 0.00  -0.0098
O2 1.47 -1.38 0.00  -0.1009
N1 -1.62 -0.12 0.00  -0.3570
C1 1.19 -0.43 1.05  -0.1148
C2 1.18 -0.44 -1.04  -0.1381
C3 -1.30 1.12 0.00  -0.3473
C4 1.05 0.68 -0.01  -0.2377
H1 -3.10 -1.81 0.02  -0.1443
H2 2.03 -0.36 -1.75  0.1275
H3 0.26 -0.68 1.56  0.1090
H4 1.92 1.35 -0.01  0.1526
H5 2.01 -0.34 1.75  0.1171
H6 -1.99 1.96 -0.01  0.1266
H7 0.26 -0.66 -1.57  0.1084

***

Entry 5:
Formula: C5H14O2
Source: the OMol25 dataset
Level of theory: ωB97M-V/def2-TZVPD

Computed properties:
Energy relative to the best compared isomer or geometry (same formula, charge and spin) in kJ/mol: 454.6
E in a.u.: -348.8799
⟨S²⟩: 0.777
Multiplicity: 2
LUMO level (spin up / spin down) in hartree: -0.2414 / -0.2752
Total charge: +1

Last column: Löwdin charge in e.
Geometry (Å):
O1 3.08 -0.56 0.46  -0.0705
O2 1.99 1.41 -0.74  0.0517
C1 -0.59 -0.02 0.39  -0.3247
C2 -2.13 0.10 -1.60  -0.0394
C3 -0.78 -1.57 0.42  -0.0587
C4 0.06 0.58 1.64  -0.0461
C5 -1.39 0.70 -0.50  0.0158
H1 -0.69 0.65 2.46  0.1168
H2 -3.27 0.09 -1.51  0.1485
H3 2.82 0.25 -0.04  -0.0579
H4 -0.53 -1.95 -0.57  0.0674
H5 0.93 0.05 1.94  0.0672
H6 -1.89 0.59 -2.55  0.1163
H7 2.32 2.28 -0.43  0.0905
H8 -1.76 -0.89 -1.79  0.0716
H9 -1.45 1.77 -0.28  0.1419
H10 0.84 -0.20 -0.68  0.3805
H11 -1.74 -1.97 0.72  0.0982
H12 0.27 1.62 1.35  0.0802
H13 3.94 -0.90 0.22  0.0477
H14 -0.03 -2.05 1.09  0.1028

***

Entry 6:
Formula: C7H12N2O
Source: the OMol25 dataset
Level of theory: ωB97M-V/def2-TZVPD

Computed properties:
Energy relative to the best compared isomer or geometry (same formula, charge and spin) in kJ/mol: 242.7
E in a.u.: -458.5964
Structure (SMILES): CC1(C)N=NC(C)(C)C1=O
LUMO level in hartree: 0.0312
Total charge: 0

Last column: Löwdin charge in e.
Geometry (Å):
O1 -0.06 1.91 -0.07  0.1325
N1 -0.63 -1.49 0.07  0.1043
N2 0.59 -1.46 0.10  0.0825
C1 -2.01 0.00 -1.29  -0.0004
C2 1.98 0.00 -1.24  0.0074
C3 2.17 -0.05 1.20  -0.0246
C4 -1.22 -0.20 0.02  -0.5819
C5 -2.08 -0.01 1.20  -0.0176
C6 1.20 -0.21 0.07  -0.5430
C7 -0.06 0.72 0.07  -0.3002
H1 1.80 -0.38 2.27  0.1260
H2 -1.21 -0.31 -2.06  0.1046
H3 1.23 0.14 -2.07  0.1119
H4 -2.30 1.13 -1.44  0.1270
H5 2.38 1.02 -1.16  0.0919
H6 -2.95 -0.68 1.24  0.1057
H7 -3.00 -0.52 -1.18  0.0949
H8 -1.53 -0.25 2.06  0.0774
H9 2.83 -0.61 -1.25  0.0654
H10 3.05 -0.68 1.04  0.0878
H11 -2.50 0.93 1.23  0.0705
H12 2.32 1.01 1.19  0.0780

***

Entry 7:
Formula: C4H13N3
Source: the OMol25 dataset
Level of theory: ωB97M-V/def2-TZVPD

Computed properties:
Energy relative to the best compared isomer or geometry (same formula, charge and spin) in kJ/mol: 478.2
E in a.u.: -323.7108
LUMO level in hartree: -0.3262
Total charge: +2

Last column: Löwdin charge in e.
Geometry (Å):
N1 2.06 -0.69 0.21  -0.0359
N2 -3.17 0.26 0.85  0.2176
N3 -2.59 -0.68 -1.14  0.2104
C1 2.26 -0.66 -1.33  0.0517
C2 1.24 1.47 1.17  -0.0721
C3 -2.33 -0.22 0.00  -0.2480
C4 0.92 0.21 0.61  -0.0086
H1 0.65 2.11 0.28  0.2172
H2 -4.17 0.34 0.71  0.1521
H3 1.36 -1.08 -1.74  0.0919
H4 -3.55 -0.93 -1.49  0.1899
H5 1.86 -1.66 0.64  0.2224
H6 -1.88 -0.76 -1.83  0.1284
H7 2.56 0.36 -1.50  0.1133
H8 2.99 -1.40 -1.58  0.1045
H9 0.65 1.68 2.07  0.1174
H10 2.94 -0.18 0.65  0.2077
H11 2.30 1.65 1.42  0.1001
H12 -1.30 -0.24 0.17  0.0651
H13 -2.80 0.42 1.82  0.1746

***

Entry 8:
Formula: C2H2F2S2
Source: the OMol25 dataset
Level of theory: ωB97M-V/def2-TZVPD

Computed properties:
Energy relative to the best compared isomer or geometry (same formula, charge and spin) in kJ/mol: 389.5
E in a.u.: -1073.3453
LUMO level (spin up / spin down) in hartree: -0.0706 / -0.0706
Total charge: 0

Last column: Löwdin charge in e.
Geometry (Å):
S1 -1.56 -0.31 1.78  0.9650
S2 1.25 0.89 -1.19  0.9099
F1 1.42 -1.46 -0.09  0.0179
F2 -1.06 1.84 -0.40  -0.5778
C1 0.68 -0.33 -0.09  -0.7086
C2 -0.41 -0.25 0.63  -0.4395
H1 2.30 0.14 -1.59  -0.1097
H2 -2.62 -0.52 0.95  -0.0572

***

Which value of total charge does entry 1 give? 0

***

Look up the total charge of the third one. -2

***

Which of these has the lowest total charge? C22H15BF4FeN3O8